Entry 1:
DFT (ωB97M-V/def2-TZVPD) results for a cluster of 2 separate species, C22H51ClF3N5O8P3SSi2 in total in a non-equilibrium geometry.

Properties
Total energy (hartree): -4505.653101
Total charge: +1
LUMO level (eV): -4.608
HOMO level (eV): -11.204

Atoms and positions in Å:
Cl: -7.281 -0.851 -4.501
S: -6.218 -1.106 -2.806
P: -1.620 -3.345 0.364
P: -2.100 -5.324 -0.370
P: 0.433 -0.670 -4.268
Si: 3.762 2.843 2.768
Si: 5.664 2.111 5.101
F: 1.441 -5.017 -0.221
F: 2.645 -4.119 -1.745
F: 1.099 -5.488 -2.271
O: -5.125 -0.171 -2.826
O: -7.129 -1.112 -1.707
O: -1.195 -6.354 0.423
O: 0.159 0.870 -3.868
O: -2.249 5.571 0.039
O: 4.979 2.121 3.597
O: -3.537 -5.474 -0.108
O: -1.681 -5.436 -1.914
N: 2.094 -0.743 -3.997
N: 0.802 -0.342 -1.310
N: 0.240 -2.901 -2.743
N: -3.042 4.132 -1.516
N: 0.494 -1.167 1.516
C: -0.525 -1.666 -2.843
C: 3.997 4.692 2.724
C: 1.425 -4.529 -1.433
C: -5.563 -2.749 -3.051
C: -1.873 -1.852 -3.550
C: -3.667 2.821 -1.669
C: 4.397 1.589 6.374
C: 6.296 3.814 5.530
C: -3.144 4.829 -0.326
C: 3.728 2.189 1.015
C: -2.024 0.866 -1.632
C: -4.414 4.651 0.461
C: 0.877 -2.309 0.711
C: -0.131 -2.504 -0.493
C: 0.495 -3.326 -1.555
C: -4.217 -2.716 -3.777
C: -3.062 -2.425 -2.803
C: -1.532 -0.294 -0.773
C: -0.410 -1.165 -1.340
C: 2.114 2.452 3.568
C: 7.083 0.905 5.123
C: -3.014 1.718 -0.822
H: -4.449 5.400 1.243
H: -5.489 -3.142 -2.035
H: 0.821 -3.228 1.296
H: -3.762 1.079 -0.347
H: -2.406 -0.883 -0.501
H: -3.455 -1.700 -2.094
H: 6.752 -0.109 4.892
H: 7.537 0.894 6.116
H: -2.567 0.516 -2.510
H: 0.596 -3.393 -3.561
H: 3.939 0.633 6.107
H: 2.448 -0.219 -3.205
H: 3.570 1.106 0.997
H: -0.521 -6.817 -0.091
H: -1.195 1.509 -1.923
H: 1.884 -2.181 0.320
H: 1.975 1.373 3.684
H: 2.529 -1.651 -4.084
H: -2.812 -3.346 -2.286
H: 3.247 5.158 2.081
H: 3.599 2.328 6.470
H: 1.306 -0.730 1.928
H: 0.818 0.260 -0.497
H: 1.294 2.838 2.958
H: 6.980 4.184 4.763
H: -4.738 2.883 -1.492
H: 4.663 2.400 0.493
H: -3.567 2.549 -2.723
H: 3.900 5.126 3.720
H: -2.439 2.194 -0.021
H: -2.133 -0.877 -3.969
H: -6.321 -3.324 -3.579
H: -4.069 -3.642 -4.331
H: -0.229 1.322 -4.630
H: -4.245 -1.900 -4.504
H: -2.075 4.141 -1.817
H: 2.035 2.905 4.557
H: -1.690 -2.495 -4.419
H: 6.834 3.789 6.480
H: 2.915 2.665 0.463
H: -0.184 -1.410 2.224
H: 4.985 4.952 2.339
H: -1.156 0.118 0.165
H: 7.853 1.182 4.402
H: -4.454 3.643 0.877
H: -1.980 -6.272 -2.308
H: -5.278 4.749 -0.198
H: -2.749 -2.727 -0.169
H: 4.869 1.477 7.351
H: 5.479 4.532 5.627
H: 1.660 -0.874 -1.336


Entry 2:
DFT (ωB97M-V/def2-TZVPD) results for a structure of composition C22H51ClGaO7S6 in a non-equilibrium geometry.

Properties
Total energy (hartree): -6169.401803
Total charge: -1
LUMO level (eV): 1.947
HOMO level (eV): -3.965

Atoms and positions in Å:
Ga: 2.063 2.369 -0.052
Cl: 1.230 -0.836 1.623
S: -5.250 0.758 4.935
S: -5.748 2.528 -2.007
S: 7.601 1.234 -5.932
S: 7.541 1.091 -0.048
S: -5.632 -3.509 3.068
S: 2.060 -4.117 -0.388
O: -5.940 0.214 3.729
O: 3.463 -4.064 -0.877
O: 8.146 1.081 -4.557
O: 6.614 2.246 0.011
O: -4.996 1.859 -3.096
O: -0.717 3.080 0.396
O: -5.179 -3.714 4.473
C: 1.005 -4.359 -1.824
C: 9.173 1.731 -0.471
C: 0.468 2.764 1.220
C: -1.674 2.122 0.431
C: 7.250 0.271 -1.617
C: -6.288 -5.080 2.483
C: 6.873 -0.345 -6.391
C: -3.874 1.507 1.063
C: -5.145 -0.577 6.136
C: -3.748 0.272 0.487
C: -3.494 0.815 4.566
C: -7.353 2.990 -2.687
C: -2.875 2.439 1.050
C: 2.739 -0.746 0.639
C: -5.110 4.201 -1.863
C: -1.535 0.880 -0.136
C: 3.743 1.673 0.918
C: 1.805 -5.757 0.309
C: -2.550 -0.045 -0.109
C: 6.046 2.124 -5.786
C: 3.765 0.164 1.334
C: -7.211 -2.662 3.134
H: 3.891 2.256 1.833
H: 3.149 -1.760 0.644
H: -3.329 1.565 3.794
H: 4.581 1.830 0.233
H: 1.579 1.405 -1.271
H: 9.531 2.323 0.369
H: -7.888 -3.200 3.800
H: -3.163 -0.158 4.203
H: -6.152 -0.809 6.477
H: -2.979 3.427 1.485
H: 3.576 0.072 2.406
H: -7.632 -2.604 2.129
H: -7.896 3.594 -1.958
H: 6.352 -0.239 -7.343
H: 1.049 -3.456 -2.429
H: -0.604 0.626 -0.632
H: 1.362 -5.210 -2.405
H: -5.723 4.763 -1.158
H: 0.707 3.696 1.743
H: -2.946 1.092 5.467
H: 0.280 1.955 1.931
H: -5.463 -5.785 2.404
H: -2.411 -1.008 -0.588
H: 2.552 -0.492 -0.402
H: -7.216 3.548 -3.614
H: -4.089 4.139 -1.490
H: -6.741 -4.938 1.502
H: -7.910 2.077 -2.889
H: 5.552 2.150 -6.758
H: 2.487 3.768 -0.764
H: -0.021 -4.527 -1.494
H: 0.753 -5.881 0.567
H: 7.991 -0.516 -1.764
H: -7.036 -1.656 3.514
H: 6.265 3.139 -5.462
H: 5.409 1.635 -5.049
H: 9.102 2.358 -1.360
H: -4.580 -0.422 0.504
H: 6.181 -0.670 -5.615
H: -4.814 1.749 1.557
H: -7.027 -5.458 3.191
H: 7.676 -1.072 -6.494
H: -4.539 -0.251 6.983
H: 7.305 0.993 -2.429
H: -5.117 4.683 -2.841
H: 4.754 -0.244 1.075
H: 6.254 -0.170 -1.585
H: 2.413 -5.840 1.208
H: 9.855 0.899 -0.648
H: -4.704 -1.460 5.671
H: 2.111 -6.517 -0.412